The following is a quantum chemistry calculation of 6 unconnected molecules or ions with the total composition C15H38Cl4O4S4 in a non-equilibrium geometry, from the Open Molecules 2025 dataset.

Each line ends with the Mulliken charge.
Positions of all 65 atoms, in Å:
C: -1.157 8.571 -5.155  -0.927
S: -0.248 6.994 -5.353  0.509
O: 1.116 7.331 -5.851  -0.627
C: -0.039 6.523 -3.555  -0.867
H: -0.580 9.380 -4.709  0.326
H: -2.080 8.367 -4.612  0.337
H: -1.428 8.899 -6.158  0.312
H: 0.965 6.100 -3.578  0.332
H: -0.879 5.901 -3.244  0.331
H: -0.003 7.501 -3.076  0.277
C: -5.022 -1.218 0.135  -0.865
S: -5.557 -1.729 -1.560  0.489
O: -4.450 -1.360 -2.484  -0.585
C: -5.484 -3.560 -1.263  -0.860
H: -4.120 -1.750 0.439  0.237
H: -5.877 -1.339 0.799  0.368
H: -4.828 -0.150 0.035  0.306
H: -5.011 -3.940 -2.168  0.293
H: -6.539 -3.759 -1.448  0.315
H: -5.020 -3.854 -0.321  0.303
C: 1.894 5.024 3.943  -0.895
S: 2.488 5.300 2.186  0.482
O: 1.435 6.267 1.609  -0.604
C: 4.084 6.194 2.599  -0.885
H: 0.859 4.693 3.862  0.308
H: 1.847 5.997 4.432  0.302
H: 2.633 4.381 4.421  0.339
H: 3.837 7.107 3.142  0.307
H: 4.634 6.207 1.658  0.297
H: 4.751 5.677 3.287  0.348
C: -1.917 -0.066 -6.402  -0.883
S: -2.248 1.589 -7.159  0.487
O: -3.047 1.286 -8.455  -0.626
C: -3.289 2.350 -5.849  -0.819
H: -1.805 -0.145 -5.321  0.316
H: -0.934 -0.373 -6.759  0.320
H: -2.706 -0.756 -6.702  0.307
H: -2.685 2.728 -5.024  0.296
H: -3.950 1.542 -5.534  0.280
H: -3.874 3.160 -6.286  0.324
C: 0.122 0.160 0.052  0.327
Cl: -0.304 0.654 1.702  -0.100
Cl: -0.468 -1.464 -0.170  -0.053
Cl: -0.663 1.269 -1.104  -0.064
Cl: 1.943 0.201 -0.237  -0.116
C: 1.302 -6.358 1.309  -1.267
C: 1.427 -5.734 2.737  -0.276
C: 2.672 -6.145 3.462  -0.753
C: 2.666 -5.890 5.056  -0.743
C: 4.063 -6.083 5.780  -0.298
C: 3.931 -6.260 7.261  -1.272
H: 0.551 -5.762 0.791  0.321
H: 1.229 -7.436 1.170  0.355
H: 2.230 -6.202 0.759  0.351
H: 1.484 -4.646 2.761  0.286
H: 0.521 -6.081 3.234  0.317
H: 3.436 -5.501 3.028  0.265
H: 2.996 -7.172 3.289  0.419
H: 2.454 -4.825 5.151  0.277
H: 1.806 -6.393 5.499  0.418
H: 4.410 -7.026 5.355  0.271
H: 4.819 -5.331 5.552  0.337
H: 3.585 -5.334 7.721  0.291
H: 3.254 -7.088 7.470  0.320
H: 4.771 -6.621 7.854  0.383

The value obtained for the orbital gap is 8.4323 eV.

The following is a quantum chemistry calculation of a molecular structure, C15H38IInNO3S2 in a non-equilibrium geometry, from the Open Molecules 2025 dataset.

Each line ends with the Mulliken charge.
Positions of all 61 atoms, in Å:
C: -1.478 2.673 2.672  -1.507
C: -0.647 1.455 2.302  0.178
C: -1.253 0.407 1.325  -1.035
I: -3.372 0.705 0.889  -0.110
In: -0.045 0.252 -0.578  1.247
C: 1.241 2.087 -0.810  -1.282
C: 0.477 3.242 -1.454  -0.075
N: -0.983 3.191 -1.193  -0.362
O: 1.213 -1.403 -0.344  -0.881
C: 0.662 -2.688 -0.477  -0.190
C: 0.131 -2.989 -1.894  0.776
C: 0.968 -4.139 -2.484  -1.896
C: -1.352 -3.412 -2.005  0.818
C: -2.301 -2.769 -1.007  -1.346
C: -1.841 -3.006 -3.408  -1.649
H: -1.759 3.249 1.798  0.301
H: -0.860 3.334 3.285  0.391
H: -2.349 2.425 3.265  0.422
H: 0.266 1.838 1.857  0.011
H: -0.390 0.942 3.230  0.293
H: -1.226 -0.558 1.816  0.462
H: -1.074 0.154 -2.035  -0.457
H: 2.071 1.831 -1.467  0.398
H: 1.690 2.415 0.130  0.341
H: 0.860 4.200 -1.097  -0.064
H: 0.667 3.225 -2.525  0.375
H: -1.437 3.821 -1.852  0.220
H: -1.138 3.641 -0.293  0.045
H: -0.078 -2.903 0.297  -0.376
H: 1.496 -3.379 -0.297  0.382
H: 0.332 -2.127 -2.522  0.291
H: 2.008 -3.850 -2.618  0.434
H: 0.960 -4.964 -1.772  0.426
H: 0.534 -4.522 -3.406  0.359
H: -1.413 -4.499 -1.959  0.243
H: -2.063 -3.052 0.010  0.212
H: -3.302 -3.165 -1.194  0.501
H: -2.361 -1.692 -1.128  0.041
H: -2.887 -3.258 -3.564  0.428
H: -1.771 -1.919 -3.460  0.298
H: -1.199 -3.397 -4.194  0.365
C: -0.933 -6.633 3.226  -1.047
S: -1.348 -5.037 2.502  0.477
O: -1.108 -5.148 1.044  -0.500
C: 0.060 -4.149 3.181  -0.792
H: -1.671 -7.355 2.883  0.339
H: 0.061 -6.936 2.897  0.301
H: -0.971 -6.558 4.314  0.392
H: 0.984 -4.623 2.850  0.301
H: -0.005 -4.145 4.270  0.442
H: 0.020 -3.128 2.806  0.108
C: 2.819 7.529 1.138  -0.935
S: 1.806 7.546 -0.349  0.396
O: 0.928 6.354 -0.282  -0.531
C: 3.141 7.136 -1.483  -0.938
H: 2.166 7.715 1.987  0.311
H: 3.291 6.552 1.245  0.292
H: 3.572 8.315 1.074  0.368
H: 3.589 6.186 -1.190  0.295
H: 3.885 7.933 -1.471  0.380
H: 2.714 7.047 -2.479  0.314

The value obtained for the orbital gap is 6.1740 eV. As for the total charge: -1.

The following is a quantum chemistry calculation of a molecular structure, C15H38O12S3V in a non-equilibrium geometry, from the Open Molecules 2025 dataset.

Each line ends with the Mulliken charge.
Positions of all 69 atoms, in Å:
O: -0.436 -1.910 1.899  -0.425
V: -1.012 -0.836 0.917  1.318
C: -3.826 0.159 3.887  -1.353
C: -3.928 -0.118 2.376  0.345
C: -4.897 0.951 1.837  -1.309
O: -2.694 0.001 1.766  -0.514
H: -3.199 1.034 4.066  0.209
H: -3.235 -0.619 4.394  0.323
H: -4.807 0.060 4.350  0.443
H: -4.347 -1.125 2.306  0.286
H: -5.000 0.836 0.755  0.216
H: -4.566 1.959 2.090  0.294
H: -5.881 0.881 2.305  0.437
C: -1.201 -4.524 -0.961  -1.569
C: -1.464 -3.112 -1.492  1.765
C: -2.314 -3.125 -2.765  -1.449
O: -1.917 -2.245 -0.479  -0.882
H: -0.547 -4.552 -0.092  0.331
H: -0.654 -5.006 -1.784  0.403
H: -2.100 -5.111 -0.775  0.372
H: -0.498 -2.634 -1.729  -0.674
H: -1.555 -3.223 -3.547  0.366
H: -2.997 -2.288 -2.884  0.280
H: -2.935 -4.020 -2.874  0.362
O: 2.707 -2.705 -0.263  -0.687
S: 2.349 -1.340 -0.560  1.119
O: 1.037 -0.884 -0.184  0.007
O: 3.412 -0.371 0.183  -0.106
C: 4.773 -0.831 0.147  -0.404
C: 5.147 -1.562 1.455  -1.198
C: 2.495 -0.990 -2.322  -0.927
H: 5.382 0.070 0.054  0.414
H: 4.991 -1.464 -0.713  0.403
H: 4.915 -2.618 1.306  0.348
H: 4.614 -1.189 2.321  0.273
H: 6.237 -1.572 1.505  0.393
H: 2.068 -1.837 -2.854  0.387
H: 3.572 -1.039 -2.501  0.524
H: 2.048 -0.036 -2.570  0.102
O: -0.944 0.780 -0.702  -0.369
S: -1.458 1.524 -1.817  0.930
O: -1.400 2.956 -1.776  -0.740
O: -0.702 1.005 -3.133  -0.031
C: -0.498 1.915 -4.230  -0.410
C: 0.764 1.524 -4.978  -1.188
C: -3.128 0.890 -2.099  -0.413
H: -0.530 2.952 -3.901  0.437
H: -1.319 1.836 -4.951  0.271
H: 0.793 2.212 -5.829  0.429
H: 0.703 0.554 -5.466  0.290
H: 1.643 1.667 -4.354  0.288
H: -3.077 -0.203 -2.089  -0.074
H: -3.459 1.216 -3.080  0.390
H: -3.738 1.107 -1.224  0.101
O: 0.214 0.777 2.073  -0.512
S: 0.110 2.000 2.835  1.051
O: -0.808 2.191 3.916  -0.610
O: 1.584 2.343 3.479  -0.383
C: 2.710 1.757 2.821  0.305
C: 3.997 1.988 3.586  -1.480
C: 0.060 3.507 1.759  -0.812
H: 2.865 2.227 1.847  0.216
H: 2.620 0.672 2.787  0.125
H: 4.755 1.384 3.090  0.363
H: 3.902 1.715 4.637  0.358
H: 4.304 3.034 3.521  0.373
H: 1.099 3.653 1.468  0.334
H: -0.220 4.375 2.350  0.372
H: -0.578 3.378 0.889  0.164

As for the multiplicity: 2. The value obtained for the orbital gap (alpha / beta) is 7.4365 / 7.5330 eV. Its expectation value of S² is 0.77. The calculation puts the energy above the lowest of the compared OMol25 structures with the same formula, charge and spin at 62.9 kJ/mol.

Total energy? In order: -4328.5547; -2158.8997; -3635.7060 Ha.